1.
The following is a quantum chemistry calculation of C2H3O3S as an isolated structure at a distorted geometry, from OMol25.

The geometry in XYZ format:
```
9
Properties=species:S:1:pos:R:3:forces:R:3:nbo_charge:R:1
C 1.219905 -1.075423 0.166300 2.1 1.5 -0.9 -0.624
C -0.505245 0.302587 0.255624 2.2 0.2 1.1 -0.363
O -0.683290 -1.310616 -1.768305 0.3 0.0 -0.9 -1.016
O -1.220399 -2.363515 0.313685 1.2 0.8 0.3 -0.990
O 0.869118 0.531377 -0.103969 0.2 -2.4 1.2 -0.609
S -0.383780 -1.339444 -0.345709 -2.7 -1.5 -1.2 2.077
H 1.999813 -1.309406 -0.645720 -1.2 0.0 1.0 0.163
H -0.651055 0.158724 1.330266 0.0 0.6 0.2 0.171
H -0.965871 1.129140 -0.181545 -2.0 0.7 -0.7 0.193
```
Forces are in eV/Å.

Calculated values
charge	-1
energy above the lowest of the compared OMol25 structures with the same formula, charge and spin	4.758	eV
HOMO	-0.1223	Ha
HOMO-LUMO gap	7.49	eV



2.
The following is a quantum chemistry calculation of an isolated ion of composition C2H3O3S and charge -1 at a distorted geometry, from OMol25.

The geometry in XYZ format:
```
9
Properties=species:S:1:pos:R:3:forces:R:3:nbo_charge:R:1
C 0.465521 0.775691 1.127710 0.1 0.1 -1.4 -0.397
C -0.099539 0.670596 -0.085612 2.0 -3.7 3.0 -0.432
S -0.362840 -0.922254 -0.858883 -2.4 -1.1 3.7 2.331
O 0.751799 -1.736255 -0.376230 -0.4 -0.2 -0.2 -1.026
O -0.358477 -0.728458 -2.290620 -0.5 0.2 -0.4 -1.008
O -1.731392 -1.262418 -0.162924 3.5 0.7 -2.6 -1.021
H 0.594378 1.670801 1.639981 -0.3 2.4 0.2 0.159
H 1.073003 0.131262 1.723461 -0.5 -1.8 -0.3 0.203
H -0.332454 1.401037 -0.716882 -1.5 3.5 -1.9 0.190
```
Forces are in eV/Å.

Calculated values
SMILES string	C=CS(=O)(=O)[O-]
charge	-1
energy above the lowest of the compared OMol25 structures with the same formula, charge and spin	1.872	eV
HOMO	-0.1754	Ha
HOMO-LUMO gap	8.87	eV



3.
The following is a quantum chemistry calculation of a 2-piece molecular cluster, C2H3O3S overall at a distorted geometry, from OMol25.

The geometry in XYZ format:
```
9
Properties=species:S:1:pos:R:3:forces:R:3:nbo_charge:R:1
C 1.007040 1.090755 0.315077 -0.5 2.1 0.1 0.220
C 0.598842 0.031453 -0.423143 -0.8 -2.4 -0.6 -0.546
O -1.337638 -1.263551 -1.660990 0.3 -0.3 -0.1 -0.979
O 2.007331 1.456555 0.915974 0.6 -0.3 0.4 -0.662
O -1.936668 0.675024 -0.280991 0.1 0.0 0.0 -0.992
S -1.043767 -0.450739 -0.505840 0.0 0.0 0.8 1.963
H 0.201571 1.873411 0.113146 0.1 -0.1 0.3 0.123
H 1.773202 -2.098509 0.934329 -0.2 0.3 -0.3 -0.053
H -1.269914 -1.314398 0.592437 0.4 0.7 -0.8 -0.074
```
Forces are in eV/Å.

Calculated values
charge	-1
energy above the lowest of the compared OMol25 structures with the same formula, charge and spin	6.908	eV
HOMO (spin up / spin down)	-0.1604 / -0.1620	Ha
HOMO-LUMO gap (spin up / spin down)	7.13 / 7.79	eV



4.
The following is a quantum chemistry calculation of a 2-piece molecular cluster, C2H3O5 overall at a distorted geometry, from OMol25.

The geometry in XYZ format:
```
10
Properties=species:S:1:pos:R:3:forces:R:3:nbo_charge:R:1
C 2.250198 -0.256165 -0.060458 -0.8 3.2 0.7 1.019
C -0.340806 0.169249 0.056854 0.9 -1.5 -0.8 0.289
O 2.516537 0.858907 0.275897 0.3 -2.2 -0.5 -0.589
O 2.269271 -1.359810 -0.425944 0.2 -0.6 -0.1 -0.584
O -0.925761 -1.125790 0.432397 -0.3 0.6 -0.1 -0.834
O -0.905392 1.000106 1.025609 1.6 1.6 -1.0 -0.791
O -0.920523 0.511125 -1.328609 -1.3 1.9 2.7 -0.851
H -0.811256 -1.696919 -0.322595 0.1 -0.2 -0.4 0.465
H -1.670118 0.575421 1.354374 -1.8 -1.1 0.6 0.440
H -1.462149 1.323878 -1.007527 1.0 -1.8 -1.2 0.436
```
Forces are in eV/Å.

Calculated values
charge	-1
energy above the lowest of the compared OMol25 structures with the same formula, charge and spin	2.960	eV
HOMO	-0.0735	Ha
HOMO-LUMO gap	6.03	eV



5.
The following is a quantum chemistry calculation of one molecule with the formula C2H3OP at a distorted geometry, from OMol25.

The geometry in XYZ format:
```
7
Properties=species:S:1:pos:R:3:forces:R:3:nbo_charge:R:1
C -0.122008 0.695124 1.330644 0.5 0.3 1.0 -0.624
P -0.610077 -0.673102 0.526626 1.4 0.5 1.4 0.576
C 0.421069 -0.470039 -1.003832 0.6 1.0 2.0 0.174
O -0.152134 -0.136454 -1.972762 0.1 0.1 -2.3 -0.493
H 0.900302 1.135902 1.470347 -0.9 -0.7 -0.5 0.189
H -1.942109 -0.380360 0.323838 -0.6 -0.3 -0.7 0.027
H 1.504957 -0.171071 -0.674861 -1.1 -1.0 -0.8 0.150
```
Forces are in eV/Å.

Calculated values
SMILES string	C#[PH]C=O
energy above the lowest of the compared OMol25 structures with the same formula, charge and spin	4.047	eV
HOMO	-0.3134	Ha
HOMO-LUMO gap	7.65	eV



6.
The following is a quantum chemistry calculation of one molecule with the formula C2H3OPS2 at a distorted geometry, from OMol25.

The geometry in XYZ format:
```
9
Properties=species:S:1:pos:R:3:forces:R:3:nbo_charge:R:1
C -1.164912 -0.359212 -0.250391 -0.1 0.3 -1.6 -1.041
P 0.409524 -0.518761 0.423567 2.3 0.4 -0.6 1.804
O 0.701676 -1.687788 1.254605 -0.1 0.2 0.4 -1.005
S 1.687173 -0.002534 -1.214266 -0.2 0.5 0.8 -0.031
C 1.288343 1.050246 0.189767 -0.3 -1.6 -0.2 -0.691
S 1.563763 2.504902 0.731564 0.2 0.6 0.1 0.166
H -1.324837 -1.252086 -0.841593 -0.1 0.1 -0.6 0.271
H -1.901814 -0.337034 0.455522 -1.9 -0.2 2.3 0.259
H -1.258916 0.602270 -0.748778 0.2 -0.3 -0.6 0.269
```
Forces are in eV/Å.

Calculated values
SMILES string	C[P@@]1(=O)SC1=S
energy above the lowest of the compared OMol25 structures with the same formula, charge and spin	0.000	eV
HOMO	-0.3276	Ha
HOMO-LUMO gap	7.97	eV